1.
102
Properties=species:S:1:pos:R:3:forces:R:3:lowdin_spin:R:1 method="wB97M-V/def2-TZVPD" charge=+1 multiplicity=2 e_homo_ev="-11.244 / -11.244" e_tot_ev=-49843.9682
C -3.3391 2.4831 1.5274 -1.1 -0.5 0.3 0.0000
C -1.9137 2.8141 1.2846 0.9 1.4 -0.1 0.0000
C -1.4621 3.9701 2.1434 -0.9 0.7 -0.3 0.0000
O -0.9989 1.7784 1.5758 0.0 -0.4 0.2 0.0000
H -4.0404 3.3007 1.3605 0.4 0.3 -0.2 0.0000
H -3.4873 2.2147 2.5734 0.0 -0.4 0.1 0.0000
H -3.6844 1.6970 0.8558 0.0 -0.3 0.2 0.0000
H -1.8053 3.1260 0.2458 0.0 -0.1 -0.4 0.0000
H -1.4919 3.6575 3.1872 0.6 0.1 0.0 0.0000
H -2.1921 4.7730 2.0400 -0.2 0.1 0.1 0.0000
H -0.5382 4.4232 1.7839 0.3 -0.4 0.5 0.0000
H -1.3997 0.9587 1.2774 0.0 -0.3 -0.3 0.0000
C -4.1528 -0.9971 7.6932 0.4 0.9 -1.1 0.0000
C -2.8350 -1.2931 6.9177 -0.9 2.7 1.0 0.0000
C -2.0462 0.0467 6.5777 -0.6 0.0 0.0 0.0000
O -2.0773 -2.0264 7.8232 0.4 -1.0 0.0 0.0000
H -4.7162 -0.2304 7.1613 -0.2 -0.1 -0.5 0.0000
H -3.9572 -0.4659 8.6247 0.2 -0.7 0.3 0.0000
H -4.7872 -1.8800 7.7718 0.2 0.0 0.4 0.0000
H -3.1258 -1.7719 5.9827 0.4 -0.6 0.0 0.0000
H -2.4854 0.9774 6.9368 -0.5 -0.2 0.6 0.0000
H -1.9874 0.2875 5.5162 0.3 -0.5 -0.3 0.0000
H -1.0560 0.0458 7.0334 0.1 -0.3 -0.3 0.0000
H -1.2303 -2.2234 7.4165 0.2 -0.2 -0.1 0.0000
C -0.1349 3.1048 -4.7864 -0.9 -1.1 0.9 0.0000
C 0.7455 4.2477 -5.1303 -1.4 1.0 0.1 0.0000
C 0.7929 5.3039 -4.0498 -0.7 0.1 -0.5 0.0000
O 2.0099 3.7993 -5.3262 2.7 -1.1 -0.8 0.0003
H -1.1650 3.2780 -5.0977 -0.1 -0.2 0.2 0.0000
H -0.0748 2.9245 -3.7130 -0.4 0.2 0.4 0.0000
H 0.2276 2.1546 -5.1788 -0.1 0.2 -0.7 0.0000
H 0.3454 4.6933 -6.0410 0.5 0.1 -0.3 0.0000
H 1.6437 5.9545 -4.2525 -0.3 0.3 0.0 0.0000
H 0.9147 4.8445 -3.0689 -0.1 0.0 0.1 0.0000
H -0.1682 5.8117 -4.1303 0.2 0.5 0.6 0.0000
H 2.2832 3.4962 -4.4573 0.5 -0.1 0.1 0.0000
O -2.8057 -4.4056 3.2727 0.3 0.3 0.0 0.0000
H -3.5515 -4.4472 2.6741 -0.3 0.0 -0.1 0.0000
H -2.4982 -5.3098 3.3363 0.0 -0.3 0.1 0.0000
O -5.0925 -0.2486 -0.8433 -0.4 -0.4 0.0 0.0000
H -4.3044 -0.3504 -0.3097 0.4 -0.1 0.3 0.0000
H -4.9048 0.5013 -1.4078 0.1 0.3 -0.2 0.0000
O 0.8694 2.8149 -1.0117 0.3 0.1 -0.5 0.0000
H 0.7876 3.7270 -0.7331 0.0 0.3 0.1 0.0000
H 0.4276 2.3140 -0.3261 -0.5 -0.5 0.4 0.0000
O -0.5451 -2.6925 4.9904 0.4 0.1 0.2 0.0000
H -1.0129 -1.9821 4.5514 -0.2 0.2 -0.1 0.0000
H -0.7279 -3.4659 4.4568 -0.2 -0.2 -0.1 0.0000
O -3.5717 1.6166 -2.5161 0.0 0.1 0.2 0.0000
H -3.0647 0.9203 -2.9335 0.1 -0.2 -0.2 0.0000
H -4.0548 2.0254 -3.2343 -0.2 0.2 -0.2 0.0000
C -0.0082 -1.5697 -1.7841 -0.2 -1.0 -0.1 0.0001
C -1.2784 -1.0511 -1.0798 0.8 0.7 -2.8 0.0001
C -1.6111 -1.5079 0.3041 1.0 -0.3 1.1 0.0000
O -2.5837 -0.6718 0.8678 -1.0 1.0 -0.5 0.0000
C -3.2141 -0.9429 2.1179 0.0 -0.3 -0.3 0.0000
N -1.1376 0.4088 -1.1003 -0.8 -0.1 0.9 0.0000
H -0.0637 -2.6194 -2.0724 0.2 -0.5 0.9 0.0000
H 0.9071 -1.2967 -1.2590 -0.1 -0.4 0.4 0.0000
H 0.1435 -1.2023 -2.7991 -0.6 1.0 0.0 0.0000
H -2.1083 -1.2424 -1.7600 -0.3 -0.8 0.1 0.0000
H -0.7107 -1.3328 0.8931 0.4 -0.6 0.3 0.0000
H -1.9153 -2.5545 0.3184 0.1 -0.1 0.1 0.0000
H -3.7714 -1.8786 2.0729 0.1 -0.1 0.1 0.0000
H -3.9220 -0.1301 2.2796 0.1 -0.1 -0.1 0.0000
H -2.5128 -0.9606 2.9522 0.2 -0.1 0.0 0.0000
H -0.9905 0.7512 -2.0390 0.2 -0.1 -0.2 0.0000
H -2.1121 0.5925 -0.9086 -0.1 1.6 0.3 0.0000
C 5.2168 -0.3794 -5.2852 0.2 0.4 -0.3 0.0208
C 3.8945 -0.7020 -4.6359 1.0 2.7 -0.5 0.1060
C 3.5274 -2.2280 -4.5693 -1.5 -0.1 0.0 0.1088
O 2.1336 -2.1774 -4.6889 0.5 -0.3 -0.2 0.0214
C 1.4886 -3.4344 -4.9003 -1.7 0.2 1.4 0.0087
N 3.8021 -0.0741 -3.3358 -0.6 -4.0 0.0 0.6626
H 5.3053 -0.8783 -6.2503 0.2 -0.2 0.3 -0.0002
H 6.0684 -0.5324 -4.6223 0.1 -0.2 -0.3 0.0006
H 5.1366 0.6800 -5.5289 0.4 0.1 0.1 0.0035
H 3.1524 -0.0911 -5.1500 -0.6 -1.1 -0.7 0.0087
H 3.8855 -2.7123 -3.6608 0.0 0.1 0.3 -0.0012
H 3.9164 -2.7995 -5.4120 0.6 0.5 -0.3 0.0104
H 1.9004 -4.2160 -5.5387 0.6 0.6 -0.2 0.0004
H 0.4847 -3.1580 -5.2225 0.2 -0.1 -0.5 0.0004
H 1.2993 -3.8310 -3.9028 0.3 -0.6 0.1 0.0011
H 2.8742 -0.2580 -2.9818 -1.1 1.3 0.3 0.0225
H 4.3891 -0.5186 -2.6445 1.3 0.8 0.6 0.0239
C 3.1839 -3.4536 0.5117 0.7 1.4 0.2 0.0001
C 3.8504 -2.2316 1.2091 -1.1 0.4 0.0 0.0001
C 2.9752 -0.9354 1.0418 1.5 -1.0 0.9 0.0002
O 3.8320 0.1839 1.3292 -1.0 -1.0 -0.8 0.0001
C 3.1050 1.3601 1.1928 -0.2 2.2 0.8 0.0000
N 4.1153 -2.5431 2.6183 -0.3 0.3 0.0 0.0005
H 3.7539 -4.3448 0.7744 -0.4 -0.1 0.0 0.0000
H 3.2095 -3.2932 -0.5661 0.1 -0.2 -0.2 0.0000
H 2.1264 -3.4716 0.7754 0.0 -0.5 0.3 0.0000
H 4.8136 -1.9927 0.7581 0.1 -0.1 -0.2 0.0000
H 2.1784 -0.9855 1.7838 -0.3 0.1 0.1 0.0000
H 2.5012 -0.8839 0.0616 0.2 0.3 -0.4 0.0000
H 2.2324 1.4711 1.8364 -0.3 -0.8 0.2 0.0000
H 2.7496 1.6649 0.2085 0.2 -0.7 -0.5 0.0000
H 3.7044 2.2020 1.5393 0.5 -0.1 -0.1 0.0000
H 4.2519 -1.6800 3.1247 0.7 0.4 -0.1 0.0000
H 3.2707 -2.8436 3.0836 -0.4 -0.7 -0.2 0.0000


2.
46
Properties=species:S:1:pos:R:3:forces:R:3:lowdin_spin:R:1 method="wB97M-V/def2-TZVPD" charge=+1 multiplicity=2 e_homo_ev="-12.762 / -12.805" e_tot_ev=-46692.9700
Ir 0.0922 0.5412 -0.0499 -3.0 -1.9 -0.9 0.5981
O -2.4872 -2.2753 -1.2085 0.0 0.0 0.1 0.0594
C -1.6181 -1.4452 -1.1871 -0.1 -0.1 -0.1 0.0155
N -1.0841 -0.9262 -0.0159 0.1 -0.4 0.2 0.1073
C -1.7473 -1.3044 1.2271 -0.4 -0.2 0.0 0.0091
C -1.0202 -0.6945 2.3629 0.1 -0.2 0.1 -0.0002
C -1.2708 -0.9764 3.6953 0.0 0.0 0.0 0.0004
C -0.5251 -0.3323 4.6633 0.0 0.1 0.0 -0.0006
C 0.4612 0.5742 4.2818 -0.1 -0.1 0.1 0.0009
C 0.6587 0.8070 2.9424 0.0 -0.1 0.0 -0.0015
N -0.0773 0.1747 2.0119 0.7 1.6 -0.2 -0.0013
C -1.0106 -0.8311 -2.3909 0.0 -0.2 -0.1 -0.0010
C -1.4388 -1.0919 -3.6736 0.1 -0.1 0.0 0.0000
C -0.8084 -0.4277 -4.7156 0.0 0.0 0.0 -0.0001
C 0.2182 0.4639 -4.4342 0.0 -0.1 0.0 -0.0005
C 0.5849 0.6750 -3.1176 -0.1 -0.2 0.0 -0.0002
N -0.0280 0.0234 -2.1236 0.8 1.8 0.1 -0.0030
H -1.8272 -2.3891 1.3120 0.1 0.0 0.0 0.0031
H -2.7739 -0.9203 1.2148 0.0 0.0 -0.1 0.0051
H -2.0437 -1.6856 3.9572 0.0 0.0 0.0 0.0000
H -0.7087 -0.5322 5.7102 0.0 0.0 0.0 0.0000
H 1.0619 1.0941 5.0133 0.0 0.0 0.0 0.0001
H 1.4085 1.4979 2.5839 -0.1 0.0 0.0 -0.0002
H -2.2447 -1.7970 -3.8203 0.0 0.0 0.0 0.0000
H -1.1160 -0.6009 -5.7378 0.0 0.0 0.0 0.0000
H 0.7293 0.9971 -5.2226 0.0 0.0 0.0 0.0000
H 1.3694 1.3651 -2.8407 0.0 0.0 0.0 -0.0001
C 4.0794 -1.1076 1.3700 -0.6 0.4 0.3 0.0035
Si 3.5483 0.1087 0.0581 1.1 -1.0 -0.3 0.0131
C 4.1708 -0.6700 -1.5267 -0.6 0.4 0.0 -0.0005
C 4.3829 1.7533 0.2632 -0.7 0.3 0.2 0.0054
O 1.8818 0.2279 0.0196 1.2 0.1 0.3 0.1275
H 5.1669 -1.1849 1.3690 0.0 0.0 0.0 0.0005
H 3.6504 -2.0900 1.1663 0.1 0.0 0.0 -0.0001
H 3.7534 -0.7898 2.3644 0.1 -0.1 0.1 0.0000
H 5.2533 -0.7771 -1.4523 0.0 0.0 -0.1 0.0000
H 3.9346 -0.0464 -2.3931 0.1 -0.1 -0.1 0.0000
H 3.7182 -1.6531 -1.6672 0.1 0.0 -0.1 -0.0001
H 5.4642 1.6221 0.2234 0.0 -0.1 0.0 0.0006
H 4.1280 2.2161 1.2200 0.1 0.0 0.0 0.0000
H 4.0864 2.4501 -0.5238 0.1 0.0 0.0 -0.0001
F -1.8400 2.4237 1.4487 -0.1 0.2 -0.1 -0.0003
B -1.5530 2.7704 0.1520 0.0 0.1 0.4 0.0000
F -0.0737 2.7965 0.0258 0.5 0.1 -0.1 0.0544
F -2.1186 3.8720 -0.3375 0.0 -0.1 -0.1 0.0003
F -1.8117 1.5725 -0.6742 0.2 -0.2 0.4 0.0057


3.
12
Properties=species:S:1:pos:R:3:forces:R:3:nbo_charge:R:1 method="wB97M-V/def2-TZVPD" charge=0 e_homo_ev=-8.906 e_tot_ev=-26579.2561
C 0.4670 -0.1088 -1.4479 1.0 -3.4 -2.9 -0.6349
C -0.0739 -0.4850 -0.1268 2.5 1.6 3.1 -0.2878
C 0.2164 0.6505 0.9523 -1.7 1.9 -1.9 -0.5715
H -0.0028 -0.6496 -2.3653 0.4 0.4 1.9 0.2277
H 1.5389 -0.2923 -1.6421 -0.3 0.3 0.7 0.2276
H 0.2194 0.8614 -1.6598 -0.3 2.8 -0.3 0.2171
H 0.4601 -1.1715 0.5745 -1.2 -1.5 -1.7 0.2582
H 1.3179 0.7827 0.9796 -0.8 0.7 -0.2 0.2341
H -0.5723 1.4870 0.5553 2.9 -0.9 1.0 0.2201
H -1.4814 -0.8985 1.8190 2.4 2.5 2.2 0.1487
S -0.3227 0.1960 2.5961 -2.4 -2.8 -1.4 -0.0747
Cl -1.7666 -0.3718 -0.2349 -2.6 -1.5 -0.5 0.0355


Repeat the second record exactly.
46
Properties=species:S:1:pos:R:3:forces:R:3:lowdin_spin:R:1 method="wB97M-V/def2-TZVPD" charge=+1 multiplicity=2 e_homo_ev="-12.762 / -12.805" e_tot_ev=-46692.9700
Ir 0.0922 0.5412 -0.0499 -3.0 -1.9 -0.9 0.5981
O -2.4872 -2.2753 -1.2085 0.0 0.0 0.1 0.0594
C -1.6181 -1.4452 -1.1871 -0.1 -0.1 -0.1 0.0155
N -1.0841 -0.9262 -0.0159 0.1 -0.4 0.2 0.1073
C -1.7473 -1.3044 1.2271 -0.4 -0.2 0.0 0.0091
C -1.0202 -0.6945 2.3629 0.1 -0.2 0.1 -0.0002
C -1.2708 -0.9764 3.6953 0.0 0.0 0.0 0.0004
C -0.5251 -0.3323 4.6633 0.0 0.1 0.0 -0.0006
C 0.4612 0.5742 4.2818 -0.1 -0.1 0.1 0.0009
C 0.6587 0.8070 2.9424 0.0 -0.1 0.0 -0.0015
N -0.0773 0.1747 2.0119 0.7 1.6 -0.2 -0.0013
C -1.0106 -0.8311 -2.3909 0.0 -0.2 -0.1 -0.0010
C -1.4388 -1.0919 -3.6736 0.1 -0.1 0.0 0.0000
C -0.8084 -0.4277 -4.7156 0.0 0.0 0.0 -0.0001
C 0.2182 0.4639 -4.4342 0.0 -0.1 0.0 -0.0005
C 0.5849 0.6750 -3.1176 -0.1 -0.2 0.0 -0.0002
N -0.0280 0.0234 -2.1236 0.8 1.8 0.1 -0.0030
H -1.8272 -2.3891 1.3120 0.1 0.0 0.0 0.0031
H -2.7739 -0.9203 1.2148 0.0 0.0 -0.1 0.0051
H -2.0437 -1.6856 3.9572 0.0 0.0 0.0 0.0000
H -0.7087 -0.5322 5.7102 0.0 0.0 0.0 0.0000
H 1.0619 1.0941 5.0133 0.0 0.0 0.0 0.0001
H 1.4085 1.4979 2.5839 -0.1 0.0 0.0 -0.0002
H -2.2447 -1.7970 -3.8203 0.0 0.0 0.0 0.0000
H -1.1160 -0.6009 -5.7378 0.0 0.0 0.0 0.0000
H 0.7293 0.9971 -5.2226 0.0 0.0 0.0 0.0000
H 1.3694 1.3651 -2.8407 0.0 0.0 0.0 -0.0001
C 4.0794 -1.1076 1.3700 -0.6 0.4 0.3 0.0035
Si 3.5483 0.1087 0.0581 1.1 -1.0 -0.3 0.0131
C 4.1708 -0.6700 -1.5267 -0.6 0.4 0.0 -0.0005
C 4.3829 1.7533 0.2632 -0.7 0.3 0.2 0.0054
O 1.8818 0.2279 0.0196 1.2 0.1 0.3 0.1275
H 5.1669 -1.1849 1.3690 0.0 0.0 0.0 0.0005
H 3.6504 -2.0900 1.1663 0.1 0.0 0.0 -0.0001
H 3.7534 -0.7898 2.3644 0.1 -0.1 0.1 0.0000
H 5.2533 -0.7771 -1.4523 0.0 0.0 -0.1 0.0000
H 3.9346 -0.0464 -2.3931 0.1 -0.1 -0.1 0.0000
H 3.7182 -1.6531 -1.6672 0.1 0.0 -0.1 -0.0001
H 5.4642 1.6221 0.2234 0.0 -0.1 0.0 0.0006
H 4.1280 2.2161 1.2200 0.1 0.0 0.0 0.0000
H 4.0864 2.4501 -0.5238 0.1 0.0 0.0 -0.0001
F -1.8400 2.4237 1.4487 -0.1 0.2 -0.1 -0.0003
B -1.5530 2.7704 0.1520 0.0 0.1 0.4 0.0000
F -0.0737 2.7965 0.0258 0.5 0.1 -0.1 0.0544
F -2.1186 3.8720 -0.3375 0.0 -0.1 -0.1 0.0003
F -1.8117 1.5725 -0.6742 0.2 -0.2 0.4 0.0057